Record 1
The following is a DFT calculation (the ωB97M-V functional and the def2-TZVPD basis) of a 2-piece molecular cluster, CH2N4O3 overall at a distorted geometry.

CARTESIAN COORDINATES (ANGSTROEM)
C  -1.748  0.716  -0.059
N  -2.317  1.489  -0.712
N  -0.999  -0.103  0.707
N  -0.026  -0.977  0.299
N  1.583  0.236  0.115
O  1.760  1.001  1.019
O  2.192  -0.116  -0.839
O  -0.133  -1.308  -0.998
H  -1.161  0.125  1.706
H  0.849  -1.065  -1.239

Computed properties:
Gap between HOMO and LUMO (alpha / beta) ... 8.44 / 8.39 eV
F_max ... 3.90 eV/Å
Spin multiplicity ... 1
Calculated total energy ... -13164.62686 eV
ΔE to the lowest compared entry with this formula, charge and spin ... 56.5 kcal/mol
Lowest unoccupied orbital energy (alpha / beta) ... -1.05 / -1.07 eV
Highest occupied orbital energy (alpha / beta) ... -9.5 / -9.5 eV

Record 2
The following is a DFT calculation (the ωB97M-V functional and the def2-TZVPD basis) of CH6NO2 as an isolated structure at a distorted geometry.

CARTESIAN COORDINATES (ANGSTROEM)
C  0.325  0.064  -0.320
N  -1.098  0.174  0.226
O  0.826  1.230  -0.078
O  1.110  -0.800  0.432
H  0.131  -0.359  -1.628
H  -1.082  -0.122  1.214
H  -1.595  -0.498  -0.431
H  -1.487  1.102  -0.006
H  1.746  0.954  0.243
H  1.123  -1.745  0.348

Computed properties:
Gap between HOMO and LUMO ... 12.46 eV
F_max ... 4.72 eV/Å
Total charge ... +1
Spin multiplicity ... 1
Calculated total energy ... -6710.89663 eV
ΔE to the lowest compared entry with this formula, charge and spin ... 52.0 kcal/mol
Lowest unoccupied orbital energy ... -3.93 eV
Highest occupied orbital energy ... -16.4 eV

Record 3
The following is a DFT calculation (the ωB97M-V functional and the def2-TZVPD basis) of a 2-piece molecular cluster, C5H10N2O overall at a distorted geometry.

CARTESIAN COORDINATES (ANGSTROEM)
C  2.983  0.033  0.338
C  1.736  -0.799  0.010
C  0.399  -0.193  -0.217
C  0.384  1.220  -0.401
C  -0.638  -1.313  -0.358
H  2.720  0.736  1.165
H  3.835  -0.563  0.721
H  3.204  0.786  -0.542
H  1.723  -1.430  0.983
H  1.928  -1.326  -0.873
H  1.328  1.934  -0.439
H  -1.056  2.920  -0.333
H  -2.248  1.650  0.313
H  -0.209  -2.215  -0.808
H  -1.472  -0.156  1.321
N  -0.885  1.885  -0.146
N  -1.956  -1.250  -0.228
O  -2.381  -0.059  0.609

Computed properties:
Gap between HOMO and LUMO ... 7.97 eV
F_max ... 5.91 eV/Å
Spin multiplicity ... 1
Calculated total energy ... -10367.27160 eV
ΔE to the lowest compared entry with this formula, charge and spin ... 185.3 kcal/mol
Lowest unoccupied orbital energy ... 0.25 eV
Highest occupied orbital energy ... -7.7 eV